Entry 1:
Formula: C37H56F3NO28S
Source: the OMol25 dataset
Level of theory: wB97M-V/def2-TZVPD

Calculated values
* highest occupied orbital energy: -9.2 eV
* maximum force: 0.130 hartree/bohr
* calculated total energy: -4302.7582 Ha
* HOMO-LUMO gap: 9.20 eV
* total charge: 0
* LUMO energy: -0.029 eV

Last column: Löwdin charge in e.
Cartesian coordinates (Å):
1 C 1.30983 -2.07473 -3.36227  -0.11
2 N 0.59926 -3.37071 -3.58286  -0.10
3 C -0.35623 -3.28004 -4.71865  -0.17
4 C -1.75269 -2.61363 -4.34070  -0.24
5 O -2.21999 -3.16313 -3.08136  -0.15
6 S -2.92563 -1.87456 -2.25761  0.81
7 O -3.02740 -2.03244 -0.76814  -0.26
8 O -4.37192 -1.84943 -2.67268  -0.28
9 O -1.89987 -0.69856 -2.86649  -0.20
10 C -1.90205 -1.02130 -4.27671  -0.18
11 C -1.11719 -0.09927 -5.29217  -0.39
12 F -0.94634 -0.64451 -6.55296  0.12
13 F -1.90719 1.05931 -5.47965  0.08
14 F 0.10454 0.37528 -4.80613  0.10
15 H 0.61311 -1.26172 -2.95154  0.08
16 H 1.76136 -1.66804 -4.33963  0.09
17 H 2.14038 -2.18374 -2.60058  0.08
18 H 1.35595 -4.01335 -3.91071  0.07
19 H 0.10181 -2.81343 -5.65783  0.12
20 H -0.59131 -4.36354 -5.00536  0.14
21 H -2.43834 -2.92847 -5.18708  0.17
22 H -2.99631 -0.84237 -4.57556  0.17
23 C -0.14516 0.15592 1.67895  0.00
24 C 0.22883 -1.11357 0.94719  -0.33
25 C 0.34440 -2.32064 1.82950  -0.09
26 O 1.24105 -3.14728 1.08679  0.06
27 C 2.02310 -2.30468 0.35178  -0.55
28 O 2.99840 -2.63900 -0.25324  0.14
29 O 1.54557 -1.03031 0.40124  0.08
30 H 0.06130 1.03101 1.05658  0.08
31 H -1.20500 0.15346 1.94463  0.10
32 H 0.43712 0.27624 2.59351  0.07
33 H -0.46441 -1.28606 0.11681  0.14
34 H -0.61102 -2.82303 1.98341  0.15
35 H 0.79909 -2.10815 2.80214  0.14
36 C -4.17751 2.38748 4.93688  -0.04
37 C -2.84962 2.09372 5.59398  -0.32
38 C -1.92269 3.27088 5.66957  -0.10
39 O -0.64346 2.63800 5.72442  0.06
40 C -0.77773 1.44578 5.07618  -0.53
41 O 0.12996 0.73093 4.76932  0.14
42 O -2.08279 1.17589 4.81500  0.09
43 H -4.67554 1.45905 4.65650  0.09
44 H -4.83255 2.95199 5.60654  0.10
45 H -4.04234 2.96144 4.02632  0.07
46 H -3.00866 1.64316 6.57950  0.16
47 H -2.09341 3.88614 6.55413  0.14
48 H -1.95204 3.90620 4.77900  0.14
49 C 1.31237 7.81524 6.44105  -0.02
50 C 0.03705 7.99372 7.23449  -0.34
51 C -0.35075 6.79822 8.05603  -0.11
52 O -1.76054 6.96552 8.17820  0.06
53 C -2.16578 7.65493 7.07348  -0.55
54 O -3.30414 7.81858 6.75924  0.16
55 O -1.09491 8.12923 6.37492  0.09
56 H 1.39057 8.57921 5.66445  0.09
57 H 2.18699 7.88274 7.09126  0.09
58 H 1.33380 6.84700 5.93445  0.09
59 H 0.10067 8.89981 7.84613  0.16
60 H 0.12619 6.78751 9.03672  0.14
61 H -0.16086 5.84408 7.55433  0.13
62 C -2.96707 2.06504 -2.01214  -0.01
63 C -3.36467 2.67914 -0.69021  -0.32
64 C -2.22110 3.27971 0.07422  -0.09
65 O -2.69516 3.20931 1.41690  0.07
66 C -3.55282 2.15200 1.46957  -0.52
67 O -3.99703 1.69335 2.48015  0.11
68 O -3.83124 1.68573 0.22269  0.09
69 H -3.75641 1.40684 -2.38319  0.09
70 H -2.77390 2.83798 -2.75914  0.10
71 H -2.06936 1.45268 -1.91035  0.07
72 H -4.17494 3.40078 -0.83745  0.17
73 H -2.01479 4.31094 -0.21404  0.15
74 H -1.29781 2.69616 0.00618  0.13
75 C -8.79499 0.92126 3.10715  -0.02
76 C -8.41637 1.98656 2.10264  -0.34
77 C -6.94386 2.27019 2.03119  -0.11
78 O -6.92377 3.60994 1.54204  0.06
79 C -8.08485 4.19180 1.95700  -0.54
80 O -8.32282 5.35791 1.87655  0.16
81 O -8.93635 3.26323 2.47759  0.09
82 H -9.86584 0.95776 3.31932  0.09
83 H -8.54354 -0.07293 2.73214  0.09
84 H -8.27941 1.07081 4.05918  0.09
85 H -8.82737 1.73624 1.11877  0.16
86 H -6.41734 1.60008 1.35132  0.14
87 H -6.44862 2.25336 3.00572  0.12
88 C 3.95157 -3.81840 3.42825  -0.01
89 C 3.62147 -3.24639 4.78930  -0.34
90 C 4.80381 -2.68625 5.52648  -0.11
91 O 4.38417 -2.79415 6.88435  0.06
92 C 3.51430 -3.84232 6.93983  -0.54
93 O 3.10274 -4.32636 7.94927  0.16
94 O 3.17941 -4.26439 5.68781  0.09
95 H 3.13680 -4.45128 3.06984  0.09
96 H 4.12324 -3.02091 2.70195  0.09
97 H 4.84493 -4.44694 3.46588  0.09
98 H 2.81600 -2.50932 4.70043  0.16
99 H 5.01181 -1.64816 5.26456  0.14
100 H 5.71564 -3.27813 5.40055  0.14
101 C 2.92529 -4.73184 -9.77496  -0.01
102 C 2.49289 -4.10251 -8.46958  -0.34
103 C 3.61149 -3.48442 -7.68298  -0.10
104 O 3.10028 -3.53667 -6.35206  0.06
105 C 2.24932 -4.59721 -6.30625  -0.52
106 O 1.77676 -5.04119 -5.30005  0.13
107 O 2.00817 -5.08604 -7.55188  0.10
108 H 2.14758 -5.39767 -10.15543  0.09
109 H 3.13202 -3.96623 -10.52525  0.09
110 H 3.82472 -5.33873 -9.64556  0.09
111 H 1.68277 -3.38765 -8.64906  0.16
112 H 3.81915 -2.45620 -7.98034  0.15
113 H 4.54007 -4.06189 -7.71677  0.14
114 C 8.60018 -2.79142 -4.31156  -0.02
115 C 8.32112 -2.26866 -5.70315  -0.34
116 C 6.88082 -1.92720 -5.95615  -0.10
117 O 6.78869 -2.06370 -7.37365  0.04
118 C 7.72868 -2.98325 -7.73508  -0.55
119 O 7.81288 -3.47097 -8.82071  0.16
120 O 8.55538 -3.27203 -6.69219  0.09
121 H 9.57598 -3.28048 -4.27459  0.09
122 H 8.58480 -1.97972 -3.58145  0.09
123 H 7.86127 -3.53854 -4.01135  0.09
124 H 8.98092 -1.42328 -5.92482  0.16
125 H 6.62633 -0.91329 -5.64542  0.14
126 H 6.17872 -2.63014 -5.49677  0.14

=====

Entry 2:
Formula: C18H18O9SW
Source: the OMol25 dataset
Level of theory: wB97M-V/def2-TZVPD

Calculated values
* highest occupied orbital energy (spin up / spin down): -7.2 / -8.9 eV
* maximum force: 0.196 hartree/bohr
* calculated total energy: -1838.8679 Ha
* multiplicity: 3
* HOMO-LUMO gap (spin up / spin down): 7.51 / 7.77 eV
* total charge: 0
* LUMO energy (spin up / spin down): 0.275 / -1.106 eV
* expectation value of S²: 2.011

Last column: Mulliken spin population.
Cartesian coordinates (Å):
1 W 0.66107 2.03996 0.16699  0.97
2 O -0.03856 3.60924 -2.61793  0.06
3 C -0.07742 3.42429 -1.26892  0.38
4 O -0.90387 2.65858 -0.77423  0.13
5 C 0.88248 4.33163 -0.53959  0.05
6 O 1.25851 3.80241 0.73547  0.02
7 C 2.64904 3.35802 0.76897  -0.01
8 C 3.08479 2.44549 -0.42481  0.03
9 O 4.16444 2.73087 -0.91708  0.00
10 O 2.26737 1.53774 -0.78218  0.02
11 H -0.54484 2.84458 -2.94688  0.00
12 H 0.34766 5.27512 -0.35880  0.03
13 H 1.74673 4.55775 -1.16685  0.02
14 H 2.78973 2.80978 1.69982  0.00
15 H 3.27674 4.24934 0.80838  0.01
16 O 0.66088 2.03190 1.90224  0.06
17 O -0.44971 -1.35542 0.36110  0.03
18 C 0.75517 -1.07363 0.25518  -0.01
19 O 1.23761 0.09967 0.18038  0.06
20 C 1.73270 -2.21143 0.21024  0.01
21 C 1.28920 -3.53197 0.28646  0.00
22 C 2.19033 -4.58784 0.24519  0.00
23 C 3.55203 -4.33454 0.12645  0.00
24 C 4.00803 -3.02425 0.04937  0.00
25 C 3.10275 -1.97169 0.09121  0.00
26 H 0.22613 -3.72539 0.37892  0.00
27 H 1.82504 -5.60538 0.30583  0.00
28 H 4.25626 -5.15706 0.09402  0.00
29 H 5.06668 -2.81629 -0.04343  0.00
30 H 3.45506 -0.94781 0.03088  0.00
31 C -2.61735 1.87193 0.63131  0.00
32 S -1.36957 0.58061 0.18074  0.06
33 O -0.93868 0.78099 -1.26992  0.04
34 C -2.61581 -0.73561 0.14397  0.04
35 C -3.11596 -1.20388 -1.06332  -0.01
36 C -4.07248 -2.21385 -1.07707  0.00
37 C -4.52608 -2.75878 0.11685  0.00
38 C -4.02032 -2.29519 1.32616  0.00
39 C -3.06574 -1.28657 1.33996  0.03
40 H -3.43078 1.88039 -0.09740  0.00
41 H -2.16385 2.84425 0.65280  -0.01
42 H -3.00576 1.64946 1.62773  0.00
43 H -2.76130 -0.78758 -1.99935  0.00
44 H -4.45903 -2.57650 -2.02224  0.00
45 H -5.26906 -3.54783 0.10503  0.00
46 H -4.36783 -2.72473 2.25829  0.00
47 H -2.67238 -0.94073 2.29005  0.00